ORCA calculation (the ωB97M-V functional and the def2-TZVPD basis) on a structure of composition C25H44AlBr3Cl6F6IKMgO6PS2 at a distorted geometry.

Strongest force on any atom: 5.19 eV/A
Calculated total energy: -14989.47542 a.u.
Total charge: +3
LUMO level: -0.438 hartree
Gap between HOMO and LUMO: 1.22 eV

Last column: Mulliken charge in e.
Atoms and positions in Å:
C1 -2.7477 -3.2750 -0.1923  -0.6522
C2 -1.4332 -2.6180 -0.6589  -0.7588
O1 -0.7208 -1.7256 0.1526  0.3876
P1 0.1097 -2.1438 1.6327  0.3894
Cl1 0.0741 -4.2411 1.2180  -0.2676
C3 1.7209 -1.7162 0.6818  -0.7238
C4 2.3549 -2.5178 -0.4314  -0.4308
C5 1.6156 -2.5763 -1.7720  -0.5132
Br1 3.2347 -4.2050 0.0075  -0.0758
C6 1.0964 -2.7285 3.2411  0.5033
F1 1.5123 -1.6431 3.9532  -0.3111
F2 2.2816 -3.2760 2.8859  -0.2226
C7 0.4888 -3.8112 4.2053  0.3199
F3 -0.8322 -3.9471 4.2415  -0.2167
F4 0.8854 -3.4570 5.4621  -0.2717
F5 1.0370 -5.0037 4.0280  -0.1334
O2 -1.4581 -2.0957 2.3658  -0.3167
C8 -2.0561 -0.8689 2.4802  -0.5435
Br2 -3.1893 -1.2315 4.1220  -0.0796
C9 -3.1945 -0.6323 1.4735  -1.4662
S1 -4.2663 0.7839 1.8649  -0.0940
C10 -5.0829 1.0585 0.2347  -0.4568
C11 -5.9964 2.2642 0.2451  -1.4247
C12 -0.8980 0.1889 2.5401  3.5420
C13 -1.0402 1.1829 1.3167  -2.3044
C14 0.2289 1.9909 1.0237  -0.7327
C15 -0.1867 3.4354 0.7294  -0.7012
O3 0.8817 4.3046 0.7741  -0.2863
C16 0.9629 4.9408 2.0089  1.0744
C17 2.1406 4.6633 2.8753  -1.0398
O4 0.0922 5.7284 2.3587  -0.6605
C18 -0.4544 1.0130 3.7659  -1.6292
I1 -1.0643 3.2360 3.5984  0.3373
C19 -0.7971 0.7088 5.2100  -0.9790
C20 -0.3853 -0.6495 5.7806  -0.9384
O5 0.2763 -0.4828 2.1917  -0.6957
H1 -3.5821 -2.5929 -0.3651  -0.2740
H2 -2.9313 -4.1150 -0.8565  0.5387
H3 -2.7320 -3.6795 0.8118  0.1595
H4 -0.8672 -3.3924 -1.1612  0.2612
H5 -1.7527 -2.0156 -1.5210  0.4133
H6 1.4566 -0.7821 0.1897  -0.2022
H7 2.5030 -1.3797 1.3579  0.8462
H8 3.2346 -1.9318 -0.6997  0.6923
H9 2.3070 -2.4693 -2.6001  0.3528
H10 1.1630 -3.5553 -1.8897  0.1694
H11 0.9100 -1.7622 -1.7870  -0.1708
H12 -2.8449 -0.6400 0.4448  0.1246
H13 -3.8028 -1.5193 1.5963  1.4087
H14 -4.2948 1.1168 -0.5132  0.4309
H15 -5.6378 0.1279 -0.0099  0.2977
H16 -5.4064 3.1718 0.2342  0.3305
H17 -6.7446 2.2309 1.0272  0.3744
H18 -6.5421 2.2587 -0.6966  0.4346
H19 -1.2258 0.6338 0.4066  1.0471
H20 -1.9054 1.8394 1.4143  0.8314
H21 0.7671 1.6314 0.1508  0.2973
H22 0.9320 2.0173 1.8492  0.3802
H23 -0.6183 3.5751 -0.4729  -0.0723
H24 -1.0090 3.7575 1.3548  1.0118
H25 1.9320 3.9034 3.6236  0.2309
H26 2.3640 5.5819 3.4043  0.4172
H27 3.0265 4.3601 2.3290  0.3725
H28 0.6226 1.1041 3.6849  0.7466
H29 -1.8589 0.8706 5.3697  0.4928
H30 -0.3343 1.4802 5.8222  0.6764
H31 -0.5668 -1.4402 5.0710  -0.2592
H32 -0.9530 -0.8751 6.6735  0.3654
H33 0.6667 -0.6417 6.0298  0.3579
K1 -6.1400 -1.4227 -0.1715  1.0061
F6 1.9813 -7.1957 3.8976  -0.1843
Mg1 -0.9762 6.0323 3.8450  1.0299
C21 1.2113 1.6197 -4.1344  -0.1200
Cl2 2.5983 1.2951 -3.1008  -0.1096
Cl3 -0.2684 0.9514 -3.4003  -0.0692
Cl4 1.0255 3.3432 -4.4212  -0.0691
H34 1.3658 1.1202 -5.0858  0.3899
C22 3.2971 -5.1057 -4.7167  -0.7358
S2 3.4572 -3.6325 -5.7199  0.5525
O6 2.2083 -2.8351 -5.5325  -0.5295
C23 3.3453 -4.4565 -7.3084  -0.9631
H35 3.3075 -4.8078 -3.6694  0.1107
H36 2.3565 -5.6065 -4.9448  0.3190
H37 4.1373 -5.7711 -4.9110  0.4079
H38 2.4026 -4.9991 -7.3701  0.3288
H39 4.1874 -5.1386 -7.4178  0.3916
H40 3.3857 -3.6997 -8.0884  0.3365
Br3 -1.5941 2.7985 -1.6054  -0.2397
Al1 1.4143 -8.5240 4.7719  0.4188
Cl5 2.3690 9.3325 -6.2804  -0.1608
C24 2.4070 7.7797 -5.4190  -0.4359
C25 1.7193 6.6843 -6.1930  -0.0912
Cl6 -0.0445 6.9317 -6.2909  -0.1737
H41 1.9480 7.9246 -4.4438  0.2865
H42 3.4549 7.5210 -5.2733  0.2995
H43 1.8749 5.7267 -5.6968  -0.0479
H44 2.1039 6.6114 -7.2065  0.3406